A molecular structure, C5H9B, computed with wB97M-V/def2-TZVPD.

Output
- M (g mol⁻¹) = 79.939
- energy (Ha) = -220.667259
- LUMO energy (eV) = 0.686
- gap between HOMO and LUMO (eV) = 9.652
- HOMO level (eV) = -8.9656
- energy relative to the best compared isomer or geometry (same formula, charge and spin) (kJ/mol) = 170.3

Positions of all 15 atoms, in Å:
H 2.591 0.062 -1.334
B 0.242 -0.325 -0.148
H -0.779 1.304 -1.299
C 1.539 -0.064 0.511
H -1.687 0.023 1.359
H 3.468 0.336 0.252
H -1.548 -1.391 -1.267
H -1.307 -2.094 0.326
H -2.837 0.321 0.055
C -1.117 -1.223 -0.287
C -0.614 1.029 -0.253
C 2.559 0.062 -0.281
C -1.757 0.082 0.267
H 1.622 0.051 1.630
H -0.376 1.826 0.471

Quick look at the Mulliken charges, all values in e: number 1, H, carries 0.254; number 2, B, carries 0.240; number 3, H, carries 0.286; number 4, C, carries 0.135; number 5, H, carries 0.230; number 6, H, carries 0.230; number 7, H, carries 0.288; number 8, H, carries 0.326; number 9, H, carries 0.326; number 10, C, carries -0.784; number 11, C, carries -0.795; number 12, C, carries -0.864; number 13, C, carries -0.467; number 14, H, carries 0.268; number 15, H, carries 0.327

2 unconnected molecules or ions with the total composition C5H9BF8N2O2S2, computed with wB97M-V/def2-TZVPD.

Output
- M (g mol⁻¹) = 356.069
- energy (Ha) = -2076.188735
- LUMO energy (eV) = -1.404
- gap between HOMO and LUMO (eV) = 9.089
- HOMO level (eV) = -10.4930

Positions of all 29 atoms, in Å:
F -0.353 0.559 -2.282
C -1.215 -2.381 1.898
H 1.241 -0.285 -0.193
N -0.295 0.154 1.221
O 1.282 -1.579 2.264
F -1.582 -2.929 3.056
H 0.313 2.893 -1.234
H -0.293 -1.147 -0.476
S -0.025 -1.015 2.363
F -0.597 -3.292 1.165
F -2.287 -1.900 1.278
B 0.361 -2.064 -3.687
H 2.063 2.107 0.767
C 0.139 1.484 1.674
O -0.386 -0.513 3.645
H 0.834 3.308 0.859
S -1.348 2.491 2.106
F 1.490 -1.248 -3.401
H -1.710 2.889 0.874
H -1.293 1.212 -0.654
C -0.311 0.910 -1.018
C 0.997 2.261 0.654
H 0.711 1.448 2.593
H 1.507 1.770 -1.299
N 0.650 2.032 -0.804
F -0.385 -1.476 -4.713
F -0.436 -2.123 -2.500
C 0.154 -0.224 -0.117
F 0.774 -3.342 -4.040

Quick look at the Mulliken charges, all values in e: number 1, F, carries -0.219; number 2, C, carries 0.732; number 3, H, carries 0.270; number 4, N, carries 0.312; number 5, O, carries -0.618; number 6, F, carries -0.209; number 7, H, carries 0.392; number 8, H, carries 0.776; number 9, S, carries 1.024; number 10, F, carries -0.177; number 11, F, carries -0.209; number 12, B, carries 0.558; number 13, H, carries 0.361; number 14, C, carries -0.273; number 15, O, carries -0.631; number 16, H, carries 0.499; number 17, S, carries -0.070; number 18, F, carries -0.432; number 19, H, carries 0.108; number 20, H, carries 0.246; number 21, C, carries -0.241; number 22, C, carries -1.188; number 23, H, carries 0.491; number 24, H, carries 0.395; number 25, N, carries 0.052; number 26, F, carries -0.382; number 27, F, carries -0.376; number 28, C, carries -0.835; number 29, F, carries -0.359

A molecular structure, C5H9BeClO3, computed with wB97M-V/def2-TZVPD.

Output
- M (g mol⁻¹) = 161.589
- energy (Ha) = -895.753065
- LUMO energy (eV) = -11.499
- gap between HOMO and LUMO (eV) = 8.137
- HOMO level (eV) = -19.6355
- charge = +2

Positions of all 19 atoms, in Å:
O -1.850 1.511 1.363
C 0.890 -1.583 -1.183
H 1.970 -1.463 -1.148
O 0.398 1.189 0.911
H 0.860 0.448 -2.024
H -0.175 -0.711 -2.811
H 0.678 -2.524 -1.687
Be 0.337 -0.585 0.894
O -1.008 1.518 -0.743
C -0.966 1.493 0.601
C 0.641 0.957 2.347
H 0.019 0.086 2.714
Cl -2.570 -0.292 -1.694
H 1.698 0.702 2.436
H 0.418 1.838 2.943
H 0.551 -1.791 -0.066
C 0.173 -0.372 -1.839
H -1.035 -0.493 0.001
C -1.028 0.070 -1.016

Quick look at the Mulliken charges, all values in e: number 1, O, carries -0.270; number 2, C, carries -0.791; number 3, H, carries 0.430; number 4, O, carries -0.173; number 5, H, carries 0.352; number 6, H, carries 0.437; number 7, H, carries 0.399; number 8, Be, carries 0.165; number 9, O, carries -0.277; number 10, C, carries 0.669; number 11, C, carries -0.541; number 12, H, carries 0.416; number 13, Cl, carries -0.001; number 14, H, carries 0.315; number 15, H, carries 0.367; number 16, H, carries 0.456; number 17, C, carries -0.598; number 18, H, carries 0.317; number 19, C, carries 0.329

2 unconnected molecules or ions with the total composition C5H9Br, computed with wB97M-V/def2-TZVPD.

Output
- M (g mol⁻¹) = 149.031
- energy (Ha) = -2769.824251
- LUMO energy (eV) = 0.819
- gap between HOMO and LUMO (eV) = 10.230
- HOMO level (eV) = -9.4115
- energy relative to the best compared isomer or geometry (same formula, charge and spin) (kJ/mol) = 148.5

Positions of all 15 atoms, in Å:
H 0.384 1.542 1.132
C -0.192 1.756 0.276
Br 4.463 0.054 0.059
C 0.103 -0.698 -0.906
H 4.035 -1.217 -0.186
H -2.490 -0.969 1.466
H -1.473 0.814 -1.249
H -1.914 -2.507 1.021
H 0.483 2.416 -0.291
H -0.883 2.495 0.659
C -0.978 -0.769 0.090
H 1.140 -0.644 -0.607
H -0.221 -1.330 -1.810
C -1.753 -1.495 0.873
C -0.704 0.553 -0.528

Quick look at the Mulliken charges, all values in e: number 1, H, carries 0.364; number 2, C, carries -1.349; number 3, Br, carries -0.193; number 4, C, carries -0.410; number 5, H, carries 0.185; number 6, H, carries 0.209; number 7, H, carries 0.291; number 8, H, carries 0.332; number 9, H, carries 0.323; number 10, H, carries 0.363; number 11, C, carries 0.202; number 12, H, carries 0.122; number 13, H, carries 0.231; number 14, C, carries -0.790; number 15, C, carries 0.120

A gas-phase ion, C5H9BrFN2 (charge +1), computed with wB97M-V/def2-TZVPD.

Output
- M (g mol⁻¹) = 196.043
- energy (Ha) = -2979.041251
- LUMO energy (eV) = -3.590
- gap between HOMO and LUMO (eV) = 10.376
- HOMO level (eV) = -13.9656
- charge = +1
- energy relative to the best compared isomer or geometry (same formula, charge and spin) (kJ/mol) = 0.0

Positions of all 18 atoms, in Å:
H 0.805 1.927 1.422
H -0.236 0.617 1.925
H -2.688 -0.236 -1.460
H 0.082 1.475 -1.010
F 2.196 -2.098 0.076
H -1.639 -0.598 0.767
N 0.156 -1.348 -0.299
H -1.255 -0.524 -2.250
N -1.740 -0.665 -1.427
C 1.728 0.153 0.891
H 2.252 -0.284 1.739
C 1.293 -1.111 0.179
C 0.476 0.999 1.179
Br 2.959 0.978 -0.295
H -1.868 -1.713 -1.344
H -1.214 1.783 0.076
C -0.411 1.035 -0.049
C -0.898 -0.391 -0.121

Quick look at the Mulliken charges, all values in e: number 1, H, carries 0.440; number 2, H, carries 0.336; number 3, H, carries 0.357; number 4, H, carries 0.339; number 5, F, carries -0.257; number 6, H, carries 0.266; number 7, N, carries -0.509; number 8, H, carries 0.311; number 9, N, carries -0.355; number 10, C, carries 0.073; number 11, H, carries 0.389; number 12, C, carries 0.231; number 13, C, carries -0.931; number 14, Br, carries 0.012; number 15, H, carries 0.403; number 16, H, carries 0.378; number 17, C, carries -0.661; number 18, C, carries 0.177

A molecular structure, C5H9BrO2S, computed with wB97M-V/def2-TZVPD.

Output
- M (g mol⁻¹) = 213.096
- energy (Ha) = -3318.523808
- LUMO energy (eV) = 0.398
- gap between HOMO and LUMO (eV) = 10.734
- HOMO level (eV) = -10.3361
- energy relative to the best compared isomer or geometry (same formula, charge and spin) (kJ/mol) = 70.5

Positions of all 18 atoms, in Å:
S 1.370 -1.389 0.037
C 0.024 -0.836 -1.090
H -0.147 1.889 -1.459
C 1.130 0.296 0.661
C -0.238 0.292 0.009
O 2.674 -1.667 -0.450
H -1.101 0.458 1.873
H -0.826 -1.610 -1.216
H 1.145 0.559 1.679
H -1.612 1.346 -0.972
O 0.920 -2.426 0.936
C -0.672 1.543 -0.582
H 0.569 -0.587 -2.089
Br 2.358 1.440 -0.402
H -1.211 -1.263 1.201
H -0.706 2.271 0.212
H -2.389 -0.108 0.632
C -1.287 -0.208 1.020

Quick look at the Mulliken charges, all values in e: number 1, S, carries 1.078; number 2, C, carries -0.780; number 3, H, carries 0.491; number 4, C, carries -0.507; number 5, C, carries 1.245; number 6, O, carries -0.653; number 7, H, carries 0.399; number 8, H, carries 0.333; number 9, H, carries 0.605; number 10, H, carries 0.532; number 11, O, carries -0.597; number 12, C, carries -2.084; number 13, H, carries 0.344; number 14, Br, carries -0.109; number 15, H, carries 0.408; number 16, H, carries 0.420; number 17, H, carries 0.328; number 18, C, carries -1.453

A molecular structure, C5H9Cl2CoO4, computed with wB97M-V/def2-TZVPD.

Output
- M (g mol⁻¹) = 262.962
- energy (Ha) = -2800.053753
- LUMO energy (alpha / beta) (eV) = 2.916 / 2.899
- multiplicity = 4
- gap between HOMO and LUMO (alpha / beta) (eV) = 6.477 / 7.211
- HOMO level (alpha / beta) (eV) = -3.5608 / -4.3125
- charge = -1
- energy relative to the best compared isomer or geometry (same formula, charge and spin) (kJ/mol) = 44.5

Positions of all 21 atoms, in Å:
O 0.205 -0.322 2.210
H -4.199 -0.854 -0.041
H 0.896 -0.508 4.067
C 0.228 -3.297 -0.248
H 2.433 2.610 -0.882
H 1.223 -3.751 -0.076
H -0.338 -3.366 0.698
C -2.183 -0.057 -0.130
H 2.361 2.110 0.852
H -3.016 -1.922 -0.825
C 1.131 -0.703 2.966
H -2.998 -1.767 0.927
H -0.292 -3.935 -0.990
Co -0.258 -0.453 0.237
O 2.206 -1.205 2.701
O 0.352 -2.018 -0.697
C -3.174 -1.228 -0.002
O -2.663 1.053 -0.340
C 1.971 1.952 -0.150
Cl 2.226 0.252 -0.602
Cl 0.213 2.238 -0.118

Quick look at the Mulliken charges, all values in e: number 1, O, carries -0.380; number 2, H, carries 0.348; number 3, H, carries 0.338; number 4, C, carries -0.701; number 5, H, carries 0.315; number 6, H, carries 0.261; number 7, H, carries 0.179; number 8, C, carries 0.801; number 9, H, carries 0.279; number 10, H, carries 0.180; number 11, C, carries -0.140; number 12, H, carries 0.216; number 13, H, carries 0.227; number 14, Co, carries 0.425; number 15, O, carries -0.562; number 16, O, carries -0.693; number 17, C, carries -0.957; number 18, O, carries -0.638; number 19, C, carries -0.328; number 20, Cl, carries -0.070; number 21, Cl, carries -0.099

C5H9Cl2NS in the gas phase, computed with wB97M-V/def2-TZVPD.

Output
- M (g mol⁻¹) = 186.107
- energy (Ha) = -1568.975673
- LUMO energy (alpha / beta) (eV) = -1.396 / -1.308
- gap between HOMO and LUMO (alpha / beta) (eV) = 7.386 / 7.276
- HOMO level (alpha / beta) (eV) = -8.7822 / -8.5839
- energy relative to the best compared isomer or geometry (same formula, charge and spin) (kJ/mol) = 589.9

Positions of all 18 atoms, in Å:
C -0.460 -0.445 0.421
H -0.454 -2.827 1.371
C -0.824 0.840 -0.271
H 0.389 0.301 -3.186
S 1.385 1.795 -1.186
H 0.692 -2.104 2.307
C 1.135 1.190 -3.322
C -0.766 -0.791 1.653
H -1.700 1.282 0.157
C -0.435 -2.094 2.203
Cl 0.615 -1.450 -0.595
H -1.173 0.461 -1.291
H 2.154 1.126 -3.683
Cl 3.103 1.780 0.160
H -1.375 -0.110 2.204
N 0.089 1.943 -0.422
H 1.777 3.262 -1.222
H -0.843 -2.408 3.121

Quick look at the Mulliken charges, all values in e: number 1, C, carries 0.483; number 2, H, carries 0.293; number 3, C, carries -0.913; number 4, H, carries 0.201; number 5, S, carries 0.217; number 6, H, carries 0.297; number 7, C, carries -0.514; number 8, C, carries -0.046; number 9, H, carries 0.370; number 10, C, carries -1.232; number 11, Cl, carries -0.203; number 12, H, carries 0.293; number 13, H, carries 0.300; number 14, Cl, carries -0.294; number 15, H, carries 0.358; number 16, N, carries -0.249; number 17, H, carries 0.283; number 18, H, carries 0.357